8
Properties=species:S:1:pos:R:3:forces:R:3 method="wB97M-V/def2-TZVPD" energy_ev=-16516.715 smiles="O=PO.C=O" charge=0 e_above_lowest_kcal_mol=29.6
O -0.852 -1.646 0.505 -0.43 -1.19 -1.00
P -0.580 -0.550 1.410 0.48 1.03 1.63
O -1.531 0.696 1.002 0.26 0.86 -0.44
H -1.056 1.555 1.011 -0.46 -0.62 0.25
C 1.055 -0.093 -1.017 -1.91 0.01 -0.74
O 1.161 0.555 -0.032 0.54 1.10 2.79
H 0.201 -0.776 -1.040 0.39 -0.88 -0.70
H 1.603 0.260 -1.839 1.12 -0.31 -1.81

***

109
Properties=species:S:1:pos:R:3:forces:R:3 method="wB97M-V/def2-TZVPD" energy_ev=-89683.621 smiles="CCCCCCCCCCCCc1cc(S(=O)(=O)F)c(CCF)c2c1C(=O)N(P(O)O)C2=O.c1ccncc1.c1ccncc1.c1ccncc1.c1ccncc1" charge=0
C 5.573 -1.845 0.228 -0.56 -0.23 -0.92
C 5.892 -1.297 -1.259 0.63 0.23 -0.07
C 6.211 0.275 -1.318 -0.27 0.37 0.37
C 5.143 1.203 -0.556 0.85 0.06 0.53
C 5.324 2.781 -0.928 -1.13 -0.34 0.05
C 4.119 3.318 -1.868 -0.94 -1.00 0.02
C 3.295 4.541 -1.241 1.27 0.80 -0.10
C 2.276 5.261 -2.251 -0.60 -0.23 1.01
C 1.362 4.267 -3.120 -0.33 0.43 -0.88
C -0.189 4.233 -2.706 0.32 0.08 -0.33
C -0.463 4.015 -1.139 -0.84 -0.29 -0.88
C 0.395 2.839 -0.457 -0.63 -0.15 1.28
C -0.557 1.585 -0.110 -0.69 -1.83 0.39
C -1.655 1.742 1.000 -0.32 -2.83 -1.20
C -2.631 0.569 1.383 2.75 -0.63 -4.00
S -3.926 0.741 2.675 0.84 -0.60 6.29
O -3.866 -0.454 3.610 -0.52 2.78 -3.96
O -3.747 1.988 3.483 -0.78 -2.45 -3.64
F -5.457 0.716 1.994 2.72 0.16 0.52
C -2.500 -0.802 0.622 1.72 1.74 -0.71
C -3.457 -2.056 0.887 -0.24 0.24 -0.23
C -2.746 -3.288 1.635 -1.03 -0.17 0.36
F -2.834 -4.490 0.819 0.38 1.90 1.16
C -1.367 -0.895 -0.429 1.07 2.06 0.05
C -0.377 0.231 -0.842 -3.43 1.09 3.49
C 0.630 -0.224 -1.990 0.06 1.08 0.92
O 1.539 0.438 -2.524 -3.40 -2.85 1.69
N 0.201 -1.623 -2.223 0.20 0.50 -0.81
P -0.485 -1.974 -3.847 -1.31 -0.89 -2.62
O -0.077 -3.600 -4.219 0.97 2.03 1.58
O 0.285 -0.978 -5.021 -0.16 -1.75 1.17
C -0.911 -2.110 -1.352 -1.57 -0.62 1.72
O -1.392 -3.260 -1.361 2.09 4.08 -0.43
H 5.918 -2.934 0.320 -0.46 1.57 -0.09
H 6.079 -1.226 1.045 -0.82 -0.82 -1.15
H 4.423 -1.856 0.325 1.86 0.18 0.34
H 6.835 -1.834 -1.645 -1.49 0.74 0.43
H 5.024 -1.536 -1.977 1.28 0.28 1.15
H 7.226 0.451 -0.801 -1.40 -0.21 -0.90
H 6.283 0.676 -2.397 0.00 -0.91 1.50
H 4.078 0.827 -0.730 1.34 0.65 0.04
H 5.349 1.088 0.572 -0.43 0.13 -1.63
H 6.320 2.933 -1.464 -1.21 -0.10 0.97
H 5.253 3.378 0.052 0.43 -0.76 -1.52
H 3.375 2.432 -1.945 1.17 1.34 -0.09
H 4.449 3.515 -2.957 -0.40 -0.03 1.77
H 2.808 4.228 -0.240 0.64 0.35 -1.69
H 4.078 5.341 -0.947 -1.31 -1.26 -0.31
H 2.847 6.026 -2.885 -0.81 -1.36 0.70
H 1.553 5.883 -1.591 1.18 -0.80 -1.07
H 1.727 3.186 -3.162 -0.18 1.54 0.21
H 1.397 4.654 -4.210 -0.13 -0.77 1.63
H -0.696 3.433 -3.370 0.72 1.13 1.26
H -0.657 5.234 -3.002 0.53 -1.31 0.46
H -0.363 5.034 -0.631 0.13 -1.63 -0.43
H -1.574 3.703 -1.044 1.69 0.70 -0.07
H 0.794 3.238 0.552 -0.60 -0.73 -1.52
H 1.305 2.497 -1.050 -1.45 0.42 0.63
H -1.773 2.731 1.568 0.26 -1.65 -1.03
H -4.358 -1.739 1.528 1.54 -0.33 -1.00
H -3.910 -2.436 -0.107 1.04 0.62 1.47
H -1.668 -3.061 1.938 -1.45 -0.58 -0.68
H -3.381 -3.519 2.572 1.26 0.32 -1.44
H 0.506 -3.951 -3.502 -0.38 0.11 -0.78
H -0.049 -1.291 -5.902 0.34 0.34 1.08
C -1.134 -7.019 -3.280 0.04 0.02 -0.03
C -1.238 -8.383 -3.513 0.00 0.11 0.03
C -1.823 -9.172 -2.535 -0.23 0.08 0.52
N -2.292 -8.695 -1.371 0.28 0.37 -0.46
C -2.177 -7.372 -1.170 -0.13 -0.61 0.09
C -1.612 -6.499 -2.086 0.08 0.03 -0.13
H -0.684 -6.368 -4.022 -0.06 -0.02 0.03
H -0.875 -8.824 -4.433 -0.03 -0.01 0.05
H -1.930 -10.244 -2.672 0.03 0.03 -0.05
H -2.561 -7.013 -0.221 0.04 0.08 -0.07
H -1.547 -5.439 -1.871 -0.05 -0.13 0.01
C -3.177 -5.216 5.446 -0.09 0.03 -0.01
C -2.183 -4.784 6.313 -0.08 -0.03 -0.08
C -0.919 -5.338 6.189 0.26 -0.40 -0.34
N -0.598 -6.273 5.280 -0.62 0.28 0.04
C -1.578 -6.675 4.455 0.54 0.05 0.25
C -2.872 -6.180 4.496 -0.05 0.12 0.10
H -4.179 -4.806 5.511 0.06 -0.02 0.00
H -2.386 -4.034 7.067 0.03 -0.03 -0.04
H -0.108 -5.030 6.841 -0.06 0.03 0.01
H -1.292 -7.432 3.732 -0.07 0.03 0.00
H -3.623 -6.540 3.803 0.06 -0.01 0.01
C 6.985 7.195 2.992 0.05 0.04 0.06
C 7.511 6.123 2.285 -0.07 0.11 0.06
C 6.709 5.503 1.341 -0.53 0.06 -0.21
N 5.447 5.877 1.071 0.49 0.35 0.58
C 4.962 6.915 1.770 0.06 -0.45 -0.37
C 5.684 7.603 2.731 0.12 -0.05 0.02
H 7.582 7.707 3.738 -0.04 -0.03 -0.05
H 8.522 5.777 2.464 -0.06 0.00 -0.03
H 7.076 4.663 0.761 0.04 0.02 0.04
H 3.940 7.194 1.533 0.03 0.04 0.04
H 5.242 8.436 3.263 0.00 -0.05 -0.04
C -9.890 1.808 1.111 -0.05 0.02 0.07
C -10.466 1.864 -0.149 0.07 -0.01 0.12
C -9.668 1.588 -1.248 0.57 -0.15 -0.11
N -8.366 1.272 -1.165 -0.39 0.13 0.53
C -7.832 1.227 0.066 -0.10 -0.02 -0.62
C -8.546 1.483 1.226 -0.13 0.03 0.00
H -10.482 2.017 1.996 0.04 -0.01 -0.06
H -11.512 2.116 -0.276 0.06 -0.02 -0.02
H -10.074 1.615 -2.254 -0.04 0.02 0.05
H -6.779 0.972 0.104 -0.09 0.02 0.03
H -8.063 1.430 2.194 0.00 0.00 -0.07

***

17
Properties=species:S:1:pos:R:3:forces:R:3 method="wB97M-V/def2-TZVPD" energy_ev=-18688.661 charge=0 e_above_lowest_kcal_mol=104.9
C -1.002 -0.564 -0.962 1.02 -2.22 0.42
C -1.345 -0.447 0.308 0.24 -0.73 0.72
C -1.185 0.420 -1.930 -1.00 2.72 -1.12
C 0.972 1.766 -1.296 -0.04 0.38 -0.79
C -1.217 -1.512 1.410 -2.07 -0.20 -2.58
C 2.237 1.731 -0.483 -1.94 -0.40 0.33
N -1.504 1.327 -2.582 -0.49 -1.72 -0.02
S 0.507 3.303 -1.848 0.47 -1.01 0.16
H -0.479 -1.476 -1.265 -0.32 0.19 -0.14
H -1.744 0.488 0.644 -0.35 0.44 0.14
H -0.460 -1.206 2.048 1.11 0.66 1.76
H -0.916 -2.530 1.038 -0.68 1.00 0.18
H -2.256 -1.467 1.849 1.36 -0.65 0.16
H 2.530 2.770 -0.414 1.10 -0.06 1.22
H 2.962 1.116 -1.018 0.03 0.06 -0.04
H 1.924 1.101 0.446 0.90 1.53 -1.17
H -0.576 2.929 -2.646 0.65 0.01 0.74

***

no.,gap between HOMO and LUMO (eV)
1,10.3
2,7.2
3,8.3